22
Properties=species:S:1:pos:R:3:lowdin_charge:R:1 method="wB97M-V/def2-TZVPD" orbital_gap_ev=9.0 spin_multiplicity=1 de_lowest_kcal_mol=78.8 smiles=CCCNC.O.O charge=0 e_tot_ha=-366.52561
C 1.11486 0.13497 -2.02475 -0.115
C 0.17976 0.82391 -0.83660 -0.207
C 0.69603 0.86070 0.67310 -0.308
N 0.38104 -0.37511 1.24097 -0.158
C 0.05061 -1.00973 2.58924 -0.049
H 2.12448 0.64697 -2.16440 0.061
H 0.85850 0.25628 -3.08859 0.033
H 1.22768 -1.08625 -1.86076 0.107
H -0.83672 0.30843 -0.83133 0.103
H -0.12757 1.85016 -1.06856 0.075
H 0.39620 1.87147 1.19785 0.145
H 1.72196 1.13028 0.65127 0.061
H 0.70678 -1.07167 0.61324 0.078
H 0.95560 -1.36221 3.06194 0.059
H -0.71273 -1.64469 2.30235 0.044
H -0.44974 -0.15897 3.10352 0.091
H -5.26861 0.14540 -2.73540 0.055
H -6.59891 0.38251 -3.56620 0.041
O -6.11927 -0.27859 -3.02570 -0.095
H 3.45392 -0.97762 1.34698 0.063
H 2.67388 -0.05475 2.27819 -0.001
O 3.57225 -0.39148 2.14364 -0.082

22
Properties=species:S:1:pos:R:3:lowdin_charge:R:1 method="wB97M-V/def2-TZVPD" orbital_gap_ev=9.1 spin_multiplicity=1 de_lowest_kcal_mol=72.7 smiles=CCN(C)C.O.O charge=0 e_tot_ha=-366.53536
C 0.42412 -0.09854 -2.46824 -0.101
C 0.99202 0.70366 -1.27249 -0.255
N 0.72680 0.34070 0.18827 -0.294
C 1.53874 1.16511 1.14998 -0.080
C -0.72273 0.22342 0.45443 -0.139
H 0.55427 0.36941 -3.53711 0.110
H 1.01784 -1.06122 -2.53789 0.082
H -0.60343 -0.13990 -2.22640 0.025
H 0.36096 1.60681 -1.40590 0.101
H 2.03159 0.92842 -1.38013 0.088
H 1.49826 2.17927 1.18472 0.028
H 2.60222 0.76943 0.73684 0.125
H 1.68590 0.68128 2.15247 0.091
H -1.17939 1.32112 0.50055 0.109
H -1.38654 -0.23146 -0.25238 0.038
H -0.88202 -0.28610 1.47900 0.106
H -4.60684 -0.42588 1.59549 0.056
H -3.72994 0.20801 0.46525 0.021
O -3.75040 -0.49135 1.11772 -0.071
H 1.04713 -3.38252 1.62414 0.028
H 1.07749 -1.93603 0.77645 0.064
O 1.30394 -2.44365 1.65522 -0.131

22
Properties=species:S:1:pos:R:3:lowdin_charge:R:1 method="wB97M-V/def2-TZVPD" orbital_gap_ev=10.7 spin_multiplicity=1 de_lowest_kcal_mol=25.8 smiles=CC[C@@H](C)N.O.O charge=0 e_tot_ha=-366.60998
C 0.69253 0.04929 1.77923 -0.046
C 0.51133 0.01457 0.23353 -0.414
C 1.10021 1.16634 -0.57778 -0.210
C 2.55821 1.55925 -0.13522 -0.089
N -0.95571 -0.03600 -0.11392 -0.008
H 1.13284 -0.92120 2.04025 0.079
H -0.28202 0.10395 2.25734 0.071
H 1.39599 0.78643 2.14874 0.059
H 0.79506 -0.95541 -0.16371 0.127
H 0.48432 2.04911 -0.34631 0.104
H 1.07995 0.96958 -1.64562 0.102
H 3.20362 1.19474 -0.94711 0.066
H 2.86340 0.93320 0.69364 0.053
H 2.68652 2.62846 -0.08612 0.064
H -1.40913 -0.50064 0.67204 0.036
H -1.32226 0.91523 0.01727 0.085
H -2.27399 -2.13865 0.06176 0.005
H -3.70623 -2.41182 0.45827 0.043
O -2.86790 -2.11092 0.81760 -0.062
H -1.55931 -1.20504 -3.09336 0.007
H -2.07815 -0.65120 -1.74487 0.008
O -2.04926 -1.43929 -2.32565 -0.081

22
Properties=species:S:1:pos:R:3:lowdin_charge:R:1 method="wB97M-V/def2-TZVPD" orbital_gap_ev=9.4 spin_multiplicity=1 de_lowest_kcal_mol=25.4 smiles=CCCNC.O.O charge=0 e_tot_ha=-366.61070
C 0.02346 -1.20110 -1.80723 -0.112
C 1.25392 -0.58411 -1.15062 -0.238
C 0.90187 0.57722 -0.20094 -0.287
N -0.11929 0.26914 0.77900 -0.134
C -0.37434 1.48373 1.58315 -0.123
H -0.52252 -0.45206 -2.37875 0.064
H 0.27405 -2.08894 -2.38365 0.069
H -0.69504 -1.54408 -1.05362 0.066
H 1.87469 -1.26841 -0.57470 0.092
H 1.83387 -0.15977 -1.97317 0.102
H 1.82200 0.87482 0.31593 0.112
H 0.64001 1.44735 -0.82779 0.109
H -0.96958 0.06012 0.27721 0.068
H 0.56395 1.69019 2.09386 0.075
H -0.69414 2.30715 0.94180 0.068
H -1.12264 1.27924 2.34699 0.074
H 1.10142 -2.48558 2.75628 0.006
H 1.15704 -1.16546 1.90621 0.015
O 1.11775 -2.13807 1.88506 -0.063
H -2.85857 1.77447 -1.99109 0.057
H -2.81316 1.51611 -0.43511 0.054
O -2.27885 1.48371 -1.25748 -0.075

22
Properties=species:S:1:pos:R:3:lowdin_charge:R:1 method="wB97M-V/def2-TZVPD" orbital_gap_ev=9.6 spin_multiplicity=1 de_lowest_kcal_mol=22.5 smiles=CC(C)CN.O.O charge=0 e_tot_ha=-366.61535
C -1.99823 0.80132 1.03563 -0.278
C -1.65346 -0.05371 -0.18829 -0.446
C -0.75181 -1.24737 0.07582 -0.086
C -1.08952 0.87033 -1.29626 -0.080
N -2.47993 0.05947 2.20147 -0.010
H -1.10303 1.39802 1.26962 0.121
H -2.75037 1.56204 0.81706 0.107
H -2.60392 -0.35996 -0.61259 0.120
H -0.87732 -1.86707 0.96619 0.062
H -0.71194 -2.01392 -0.70790 0.075
H 0.27312 -0.85963 0.16885 0.077
H -1.87647 1.62282 -1.39483 0.073
H -1.05406 0.34073 -2.24466 0.074
H -0.15705 1.33247 -0.97472 0.078
H -3.06536 -0.71410 1.91302 0.061
H -1.70909 -0.44705 2.62752 0.056
H 4.19458 -0.70025 -2.34584 0.054
H 3.88790 -1.57482 -1.16912 0.069
O 4.14369 -0.66538 -1.39255 -0.042
H 4.42755 1.12616 0.75272 0.013
H 3.45408 0.36139 -0.09578 -0.031
O 3.50066 1.02853 0.59465 -0.068

22
Properties=species:S:1:pos:R:3:lowdin_charge:R:1 method="wB97M-V/def2-TZVPD" orbital_gap_ev=10.4 spin_multiplicity=1 de_lowest_kcal_mol=51.9 smiles=CNC(C)C.O.O charge=0 e_tot_ha=-366.56847
C 0.89593 0.12812 2.26994 -0.075
N 0.82231 -0.17592 0.73509 -0.093
C -1.09100 1.10958 0.24979 -0.094
C 0.41056 1.10311 -0.02979 -0.410
C 0.81684 0.94122 -1.53551 -0.064
H 0.02817 -0.37944 2.64715 0.055
H 1.10521 1.12977 2.49527 0.051
H 1.79172 -0.45753 2.56969 0.082
H 1.74060 -0.34610 0.34413 0.071
H -1.28843 1.22643 1.32828 0.064
H -1.72944 0.30041 -0.17324 0.082
H -1.48713 2.18764 0.04595 0.104
H 0.96701 1.98355 0.26406 0.117
H 0.78953 1.91799 -1.92926 0.048
H 0.08514 0.57990 -2.29648 0.062
H 1.73566 0.41413 -1.78142 0.078
H -0.98417 -2.81151 0.41639 0.027
H -1.32212 -1.43547 1.07619 -0.039
O -1.65786 -2.22918 0.72616 -0.028
H -0.91953 -1.85565 -1.79118 0.004
H -0.30284 -1.26068 -3.06415 0.008
O -0.40616 -2.07035 -2.56706 -0.051

Repeat the fourth record exactly.
22
Properties=species:S:1:pos:R:3:lowdin_charge:R:1 method="wB97M-V/def2-TZVPD" orbital_gap_ev=9.4 spin_multiplicity=1 de_lowest_kcal_mol=25.4 smiles=CCCNC.O.O charge=0 e_tot_ha=-366.61070
C 0.02346 -1.20110 -1.80723 -0.112
C 1.25392 -0.58411 -1.15062 -0.238
C 0.90187 0.57722 -0.20094 -0.287
N -0.11929 0.26914 0.77900 -0.134
C -0.37434 1.48373 1.58315 -0.123
H -0.52252 -0.45206 -2.37875 0.064
H 0.27405 -2.08894 -2.38365 0.069
H -0.69504 -1.54408 -1.05362 0.066
H 1.87469 -1.26841 -0.57470 0.092
H 1.83387 -0.15977 -1.97317 0.102
H 1.82200 0.87482 0.31593 0.112
H 0.64001 1.44735 -0.82779 0.109
H -0.96958 0.06012 0.27721 0.068
H 0.56395 1.69019 2.09386 0.075
H -0.69414 2.30715 0.94180 0.068
H -1.12264 1.27924 2.34699 0.074
H 1.10142 -2.48558 2.75628 0.006
H 1.15704 -1.16546 1.90621 0.015
O 1.11775 -2.13807 1.88506 -0.063
H -2.85857 1.77447 -1.99109 0.057
H -2.81316 1.51611 -0.43511 0.054
O -2.27885 1.48371 -1.25748 -0.075